20
Properties=species:S:1:pos:R:3:forces:R:3 method="wB97M-V/def2-TZVPD" multiplicity=1 de_lowest_kj_mol=331.6 e_lumo_ha=-0.142 total_charge=+1 smiles="CN(C)C(=[NH2+])[C@@H](C#N)C=O" orbital_gap_ev=10.996
C 1.774 0.512 1.482 -0.4 0.4 -1.7
N 0.864 0.503 0.342 0.2 -1.3 1.3
C 1.313 1.388 -0.737 -4.7 -0.2 -2.0
C -0.226 -0.270 0.415 0.0 1.0 -1.1
N -0.518 -1.205 1.311 2.4 1.6 0.3
C -1.230 -0.114 -0.684 0.9 -3.1 -1.2
C -0.654 -0.901 -1.817 -0.5 0.3 0.7
N -0.248 -1.502 -2.696 0.4 -0.5 -0.7
C -2.633 -0.761 -0.539 1.3 1.0 1.4
O -2.900 -1.403 0.444 -1.1 0.2 -1.8
H 2.023 -0.435 1.854 0.1 -1.3 0.8
H 2.651 1.000 1.171 1.3 0.3 -0.4
H 1.298 1.206 2.071 -0.7 1.0 2.7
H 1.031 2.469 -0.675 0.1 -1.0 0.5
H 2.303 1.302 -1.007 2.3 -0.5 0.2
H 0.770 0.935 -1.610 0.7 1.1 0.2
H -1.260 -1.863 1.168 -0.6 0.1 0.1
H 0.091 -1.258 2.112 -0.1 -0.5 0.1
H -1.290 0.807 -1.163 -0.3 2.3 0.1
H -3.158 -0.412 -1.443 -1.2 -0.9 0.4